The following is a quantum chemistry calculation of 7 unconnected molecules or ions with the total composition C54H50F3N5O25S, from the Open Molecules 2025 dataset.

The geometry in ORCA input format:
```
! RIJCOSX wB97M-V def2-TZVPD def2/J DEFGRID3
* xyz 0 1
H 6.915 -0.660 1.213
N 6.366 -0.237 0.432
C 5.307 0.494 0.934
N 5.139 0.535 2.451
N 4.367 1.230 0.003
C 4.259 0.577 -1.358
C 3.627 -0.939 -1.348
C 1.966 -0.971 -1.310
C 1.459 -2.248 -0.416
C -0.027 -2.031 0.291
C -0.317 -0.899 1.488
C 0.862 0.089 2.068
F 2.212 -0.526 2.131
F 0.586 0.595 3.464
F 0.904 1.336 1.217
C -1.899 -0.811 2.026
O -2.342 0.174 3.067
C -3.115 -1.777 1.432
C -4.678 -1.737 1.923
C -5.352 -0.249 2.012
C -5.048 0.741 0.743
C -4.781 2.254 1.403
C -4.006 3.281 0.387
C -2.854 4.216 1.149
C -2.757 -2.925 0.270
N -3.754 -3.925 -0.352
S -2.687 -4.826 -1.444
N -1.047 -4.139 -1.351
C -1.222 -3.046 -0.292
H 5.504 1.440 2.839
H 5.602 -0.279 2.913
H 3.431 1.407 0.439
H 5.313 0.510 -1.887
H 3.587 1.288 -2.026
H 3.933 -1.451 -2.380
H 4.071 -1.635 -0.486
H 1.582 -1.070 -2.429
H 1.523 0.032 -0.901
H 1.426 -3.212 -1.119
H 2.198 -2.517 0.462
H -2.142 -0.268 3.944
H -5.352 -2.374 1.173
H -4.735 -2.240 2.978
H -6.531 -0.410 2.051
H -5.065 0.271 3.047
H -4.092 0.482 0.120
H -5.981 0.883 0.013
H -4.126 2.127 2.385
H -5.812 2.689 1.756
H -4.801 4.023 -0.065
H -3.501 2.640 -0.452
H -2.800 5.290 0.651
H -1.765 3.752 1.046
H -3.081 4.360 2.304
O -8.600 -8.610 2.101
C -7.687 -8.200 1.392
C -6.604 -7.355 1.917
C -5.634 -6.912 1.114
O -4.611 -6.119 1.602
C -5.615 -7.251 -0.335
O -4.720 -6.814 -1.051
C -6.685 -8.116 -0.856
C -7.652 -8.562 -0.052
O -8.660 -9.377 -0.534
H -6.631 -7.114 2.972
H -4.037 -5.929 0.828
H -6.648 -8.369 -1.908
H -9.237 -9.563 0.239
O -0.779 11.518 -1.233
C -1.467 10.503 -1.251
C -2.148 10.038 -2.470
C -2.903 8.938 -2.452
O -3.543 8.493 -3.594
C -3.087 8.147 -1.204
O -3.802 7.150 -1.214
C -2.387 8.598 0.009
C -1.629 9.696 -0.010
O -0.966 10.125 1.125
H -2.007 10.624 -3.369
H -4.026 7.682 -3.323
H -2.515 8.003 0.904
H -0.488 10.940 0.856
O -0.223 10.411 -5.137
C -0.514 9.836 -6.181
C -1.591 10.309 -7.064
C -1.893 9.651 -8.185
O -2.902 10.091 -9.021
C -1.158 8.418 -8.579
O -1.471 7.824 -9.605
C -0.065 7.958 -7.708
C 0.240 8.618 -6.590
O 1.267 8.194 -5.768
H -2.118 11.206 -6.764
H -2.927 9.447 -9.761
H 0.473 7.070 -8.016
H 1.289 8.835 -5.024
O 5.939 2.714 4.113
C 6.944 3.243 4.572
C 8.282 2.646 4.429
C 9.354 3.240 4.956
O 10.614 2.686 4.822
C 9.238 4.520 5.708
O 10.239 5.032 6.197
C 7.905 5.129 5.831
C 6.833 4.537 5.301
O 5.577 5.105 5.410
H 8.351 1.715 3.882
H 11.220 3.301 5.290
H 7.838 6.069 6.365
H 4.970 4.487 4.948
O -0.738 -11.060 5.462
C -1.749 -10.429 5.173
C -1.908 -9.005 5.507
C -3.028 -8.352 5.192
O -3.184 -7.013 5.501
C -4.153 -9.036 4.498
O -5.178 -8.414 4.238
C -3.985 -10.453 4.142
C -2.863 -11.106 4.453
O -2.696 -12.437 4.120
H -1.083 -8.521 6.014
H -4.077 -6.771 5.172
H -4.803 -10.933 3.621
H -1.805 -12.680 4.454
O 7.825 -6.751 -5.599
C 7.096 -5.867 -5.164
C 5.896 -5.412 -5.885
C 5.133 -4.435 -5.391
O 4.003 -4.005 -6.061
C 5.467 -3.770 -4.101
O 4.756 -2.862 -3.682
C 6.652 -4.241 -3.369
C 7.414 -5.220 -3.861
O 8.528 -5.669 -3.177
H 5.667 -5.903 -6.822
H 3.624 -3.291 -5.503
H 6.873 -3.760 -2.424
H 8.910 -6.379 -3.738
*
```

Output
Frontier orbital gap in Ha: 0.240
SMILES: [H]/N=C(\N)NCCCCc1c(C(F)(F)F)c(O)c(CCCCCC)c2nsnc12.O=C1C=C(O)C(=O)C=C1O.O=C1C=C(O)C(=O)C=C1O.O=C1C=C(O)C(=O)C=C1O.O=C1C=C(O)C(=O)C=C1O.O=C1C=C(O)C(=O)C=C1O.O=C1C=C(O)C(=O)C=C1O

Results of the Mulliken charge analysis, in e, for atoms 1 through 4: atom 1 (H): 0.217, atom 2 (N): -0.671, atom 3 (C): 0.331, atom 4 (N): -0.342